DFT (wB97M-V/def2-TZVPD) results for 2 unconnected molecules or ions with the total composition C2H8NO in a non-equilibrium geometry.

Structure (ORCA input):
```
! wB97M-V def2-TZVPD RIJCOSX def2/J DEFGRID3
* xyz -1 1
N -0.46 1.99 1.51
H -0.34 0.97 1.49
H 0.42 2.34 1.20
H -0.62 2.36 2.43
C -0.22 -0.39 -0.68
O 0.20 -0.51 0.64
C 0.46 -1.39 -1.59
H 0.06 0.62 -1.04
H -1.27 -0.48 -0.82
H 0.40 -1.14 -2.66
H 0.04 -2.40 -1.43
H 1.50 -1.46 -1.26
*
```

E_LUMO   4.9 eV

Atom charges from the natural (NBO) analysis, given in e for atoms 1 to 6:
1 N -1.129
2 H 0.434
3 H 0.335
4 H 0.316
5 C -0.044
6 O -0.984